Record 1
Formula: C11H25N5SSi2
Source: the OMol25 dataset
Level of theory: wB97M-V/def2-TZVPD

The geometry in XYZ format:
```
44
Properties=species:S:1:pos:R:3:lowdin_charge:R:1
N -4.99 1.24 1.29 -0.01
C -3.48 1.32 1.20 -0.16
C -2.86 0.66 2.53 -0.12
N -2.41 -0.70 2.36 0.18
C -1.90 -1.05 3.68 -0.20
N -1.36 -2.41 3.84 0.07
C -2.34 -3.25 3.56 -0.59
S -3.76 -4.09 3.28 0.71
C -2.05 0.13 4.66 0.06
N -2.69 1.19 3.87 0.11
H -5.19 1.64 2.24 0.07
H -5.29 0.25 1.38 0.08
H -3.24 2.44 1.13 0.14
H -3.08 0.81 0.25 0.13
H -2.39 -1.33 1.54 0.16
H -1.72 0.14 5.75 0.14
H -2.98 2.14 4.18 0.17
C 1.11 1.39 1.14 -0.21
Si 1.39 0.20 -0.31 0.19
C -0.29 -0.49 -0.79 -0.20
C 2.46 -1.21 0.31 -0.20
N 2.13 1.10 -1.57 -0.25
Si 2.55 0.37 -3.08 0.21
C 1.05 -0.31 -4.00 -0.21
C 3.81 -1.01 -2.90 -0.21
C 3.32 1.71 -4.17 -0.21
H 0.64 0.86 1.98 -0.01
H 2.06 1.80 1.49 0.02
H 0.46 2.21 0.85 0.01
H -0.83 -0.83 0.11 -0.03
H -0.19 -1.35 -1.46 0.01
H -0.90 0.27 -1.28 0.02
H 3.49 -0.88 0.48 0.03
H 2.48 -2.04 -0.39 0.01
H 2.07 -1.59 1.27 0.00
H 0.69 -1.24 -3.55 0.00
H 1.32 -0.53 -5.04 0.01
H 0.23 0.42 -4.01 0.02
H 4.63 -0.70 -2.26 0.02
H 4.22 -1.27 -3.88 0.01
H 3.36 -1.92 -2.49 0.00
H 4.22 2.11 -3.70 0.01
H 2.62 2.52 -4.34 0.01
H 3.60 1.29 -5.14 0.01
```

Output
- Kohn-Sham gap: 2.94 eV
- Energy: -45849.2376 eV
- HOMO level: -5.34 eV
- Largest force on an atom: 7.6 eV Å⁻¹

---

Record 2
Formula: C11H25NO6P2
Source: the OMol25 dataset
Level of theory: wB97M-V/def2-TZVPD

The geometry in XYZ format:
```
45
Properties=species:S:1:pos:R:3:lowdin_charge:R:1
C 4.81 1.01 1.51 -0.08
C 3.87 1.68 0.51 -0.22
N 2.64 0.89 0.31 -0.12
C 1.52 1.34 1.13 -0.25
C 0.40 0.30 1.16 -0.33
P -1.24 1.00 0.48 0.78
C -2.28 -0.39 1.07 -0.33
C -2.99 -1.16 -0.05 -0.26
C -2.99 -2.66 0.19 -0.16
C -1.64 -3.36 -0.06 -0.14
O -0.61 -2.45 -0.53 -0.09
C -0.44 -2.44 -1.88 -0.33
O 0.07 -3.34 -2.51 0.09
P -3.11 2.09 -0.30 0.35
O -4.40 1.56 0.20 -0.35
O -2.94 3.62 0.17 -0.18
O -3.04 2.24 -1.91 -0.17
C 2.29 0.78 -1.06 -0.47
C 2.95 -0.38 -1.76 0.02
O 1.47 1.52 -1.62 0.06
H 4.54 1.24 2.53 0.07
H 5.84 1.29 1.30 0.07
H 4.72 -0.06 1.37 0.07
H 4.39 1.71 -0.44 0.11
H 3.63 2.70 0.81 0.12
H 1.90 1.48 2.14 0.11
H 1.13 2.31 0.80 0.10
H 0.70 -0.60 0.63 0.07
H 0.22 0.01 2.19 0.07
H -0.75 0.89 -0.85 0.02
H -0.99 2.18 1.24 0.03
H -1.65 -1.07 1.62 0.07
H -3.01 0.00 1.78 0.09
H -2.54 -0.92 -1.01 0.08
H -4.02 -0.83 -0.12 0.10
H -3.32 -2.85 1.20 0.11
H -3.74 -3.11 -0.45 0.11
H -1.76 -4.12 -0.82 0.12
H -1.26 -3.81 0.84 0.12
H -0.77 -1.52 -2.37 0.14
H -3.80 3.87 0.53 0.07
H -3.18 1.38 -2.30 0.06
H 2.39 -1.28 -1.52 0.08
H 3.94 -0.51 -1.32 0.08
H 3.03 -0.21 -2.82 0.09
```

Output
- Kohn-Sham gap: 8.66 eV
- SMILES: CCN(CC[PH2](CCCCOC=O)P(=O)(O)O)C(C)=O
- Energy: -44164.9589 eV
- HOMO level: -8.07 eV
- Largest force on an atom: 1.9 eV Å⁻¹

---

Record 3
Formula: C11H25O4SbZn
Source: the OMol25 dataset
Level of theory: wB97M-V/def2-TZVPD

The geometry in XYZ format:
```
42
Properties=species:S:1:pos:R:3:lowdin_charge:R:1
Zn 0.05 -0.27 0.23 0.68
C -2.19 -2.19 -0.34 -0.13
C -2.16 -2.03 1.15 -0.11
O -1.63 -0.72 1.45 -0.21
C -2.62 0.33 1.55 -0.12
C -1.85 1.62 1.55 -0.12
O -0.95 1.64 0.43 -0.22
C -1.51 2.14 -0.80 -0.13
C -0.49 1.83 -1.86 -0.12
O -0.17 0.43 -1.81 -0.23
C -0.96 -0.42 -2.67 -0.13
C -0.68 -1.83 -2.22 -0.11
O -0.85 -1.92 -0.79 -0.22
H -2.89 -1.50 -0.82 0.14
H -2.47 -3.21 -0.62 0.16
H -1.47 -2.74 1.59 0.15
H -3.14 -2.16 1.59 0.15
H -3.19 0.21 2.47 0.16
H -3.31 0.26 0.70 0.14
H -1.23 1.69 2.44 0.15
H -2.52 2.48 1.52 0.15
H -1.67 3.21 -0.73 0.16
H -2.46 1.64 -1.00 0.14
H 0.44 2.37 -1.66 0.14
H -0.84 2.11 -2.85 0.15
H -0.65 -0.29 -3.70 0.15
H -2.02 -0.15 -2.58 0.14
H 0.36 -2.10 -2.42 0.15
H -1.33 -2.54 -2.72 0.15
C 3.27 1.75 -0.13 -0.27
Sb 2.55 0.01 0.83 1.39
C 3.00 0.24 2.88 -0.27
C 3.86 -1.53 0.20 -0.27
H 4.32 1.89 0.14 0.03
H 2.69 2.61 0.19 0.02
H 3.18 1.62 -1.21 0.02
H 4.07 0.36 2.98 0.03
H 2.68 -0.65 3.41 0.02
H 2.49 1.11 3.28 0.02
H 4.86 -1.25 0.52 0.03
H 3.82 -1.63 -0.88 0.02
H 3.57 -2.46 0.68 0.02
```

Output
- Kohn-Sham gap: 11.08 eV
- Energy: -74942.6411 eV
- HOMO level: -16.45 eV
- Total charge: +2
- Largest force on an atom: 0.3 eV Å⁻¹

---

Record 4
Formula: C11H25P
Source: the OMol25 dataset
Level of theory: wB97M-V/def2-TZVPD

The geometry in XYZ format:
```
37
Properties=species:S:1:pos:R:3:lowdin_charge:R:1
C 1.24 0.60 0.19 -0.37
C 4.29 -0.61 0.26 -0.11
C -0.94 -3.17 1.14 -0.10
C -1.29 3.28 -1.70 -0.24
C -2.95 -0.86 0.26 -0.11
C -1.03 1.85 1.49 -0.22
C 1.85 -0.48 -0.70 -0.36
C 3.29 -0.35 -1.00 -0.30
C -0.79 -1.63 1.35 -0.31
C -1.47 1.81 -1.87 -0.21
C -1.44 -0.88 0.20 -0.44
P -0.42 0.83 0.11 0.96
H 1.89 1.41 0.53 0.05
H 3.79 -1.59 0.70 0.09
H 5.41 -0.80 -0.07 0.09
H 4.19 0.18 1.04 0.05
H -2.00 -3.52 1.13 0.08
H -0.23 -3.34 0.23 0.11
H -0.65 -3.76 1.96 0.04
H -0.71 3.97 -2.46 0.10
H -2.31 3.78 -1.74 0.07
H -0.88 3.47 -0.68 0.03
H -3.34 -1.89 0.16 0.07
H -3.42 -0.58 1.34 0.13
H -3.36 -0.15 -0.48 0.06
H -2.01 2.21 1.19 0.04
H -0.95 1.14 2.34 0.05
H -0.29 2.64 1.70 0.05
H 1.37 -0.30 -1.68 0.10
H 1.59 -1.53 -0.31 0.11
H 3.48 0.60 -1.41 0.07
H 3.51 -1.10 -1.88 0.13
H 0.33 -1.47 1.61 0.12
H -1.17 -1.33 2.23 0.05
H -0.86 1.37 -2.62 0.02
H -2.52 1.46 -1.83 0.04
H -1.19 -1.26 -0.73 0.07
```

Output
- Kohn-Sham gap: 7.43 eV
- Energy: -21096.3837 eV
- HOMO level: -6.61 eV
- ΔE to the lowest compared entry with this formula, charge and spin: 103.69 kcal per mole
- Largest force on an atom: 4.0 eV Å⁻¹

---

Record 5
Formula: C11H26AsCl3FNO4PSi
Source: the OMol25 dataset
Level of theory: wB97M-V/def2-TZVPD

The geometry in XYZ format:
```
49
Properties=species:S:1:pos:R:3:lowdin_charge:R:1
C -4.41 -0.01 -0.24 -0.10
N -3.81 1.02 -1.08 -0.18
C -3.78 2.34 -0.44 -0.10
C -2.56 0.62 -1.68 -0.53
O -2.43 0.82 -2.83 0.11
C -1.44 -0.09 -0.91 -0.22
As -0.15 1.14 0.14 0.63
O -0.16 2.25 -1.39 -0.41
C 1.40 0.01 -0.63 -0.30
C 1.86 0.53 -1.97 -0.62
O 2.63 1.38 -2.05 0.14
F 1.38 -0.03 -3.11 0.06
P 1.52 2.65 0.94 0.43
O 2.58 1.76 1.94 -0.46
Cl 0.54 4.14 2.14 0.00
Si -0.27 -0.08 2.14 0.43
C 1.03 -1.49 2.22 -0.22
C -1.98 -0.90 2.49 -0.24
C 0.04 0.95 3.72 -0.24
H -4.62 -0.89 -0.87 0.09
H -3.80 -0.33 0.62 0.05
H -5.39 0.37 0.10 0.08
H -4.57 2.99 -0.87 0.08
H -3.91 2.28 0.65 0.08
H -2.84 2.85 -0.69 0.06
H -0.83 -0.52 -1.72 0.06
H -1.81 -0.95 -0.33 0.05
H -1.32 2.05 0.68 -0.03
H -0.50 3.11 -1.10 0.00
H 2.29 0.02 0.00 0.05
H 1.11 -1.05 -0.72 0.04
H 3.34 2.36 2.01 0.01
H 0.81 -2.12 3.11 0.02
H 1.04 -2.13 1.33 0.01
H 2.01 -1.02 2.42 0.02
H -1.88 -1.30 3.52 0.02
H -2.17 -1.76 1.85 0.02
H -2.80 -0.17 2.53 0.01
H -0.48 1.92 3.70 -0.01
H 1.10 1.02 3.98 0.01
H -0.44 0.38 4.54 0.02
Cl 6.05 -4.04 -2.91 0.52
C 4.38 -3.65 -3.40 -0.66
C 3.90 -2.34 -2.83 -0.65
Cl 3.67 -2.41 -1.07 0.60
H 3.74 -4.47 -3.10 0.07
H 4.38 -3.59 -4.49 0.07
H 2.94 -2.07 -3.26 0.07
H 4.60 -1.53 -3.04 0.08
```

Output
- Kohn-Sham gap: 6.48 eV
- Energy: -139799.3895 eV
- HOMO level: -3.96 eV
- ΔE to the lowest compared entry with this formula, charge and spin: 23.14 kcal per mole
- Total charge: -1
- Largest force on an atom: 4.9 eV Å⁻¹

---

Number 1: LUMO level -2.4 eV. Number 2: LUMO level 0.6 eV. Number 3: LUMO level -5.4 eV. Number 4: LUMO level 0.8 eV. Number 5: LUMO level 2.5 eV.